Below is a molecular structure, C28H30LiN2 in a non-equilibrium geometry, with properties calculated with ωB97M-V/def2-TZVPD.

Cartesian coordinates (Å):
C1 -3.0819 7.3554 0.8657
N1 -3.5935 6.2710 0.0566
C2 -4.2946 6.7016 -1.1366
C3 -3.0949 4.9706 0.1804
C4 -3.8786 3.9515 0.7831
C5 -3.3981 2.6565 0.8796
C6 -2.1280 2.3004 0.3426
C7 -1.6842 0.9430 0.3732
C8 -0.4613 0.5084 -0.1221
C9 -0.1648 -0.8372 -0.3515
C10 1.0740 -1.2642 -0.9206
C11 1.2039 -2.5287 -1.5636
C12 2.3618 -2.8756 -2.2334
C13 3.4262 -1.9409 -2.3932
N2 4.5590 -2.2703 -3.1288
C14 5.0384 -1.4418 -4.2178
C15 5.5411 -3.1893 -2.5923
C16 3.3127 -0.6897 -1.7369
C17 2.1956 -0.3874 -0.9761
C18 -1.3659 3.3249 -0.2832
C19 -1.8284 4.6284 -0.3419
H1 -2.6213 6.9538 1.7740
H2 -2.3399 7.9502 0.3129
H3 -3.9203 8.0085 1.1367
H4 -4.6736 5.8327 -1.6845
H5 -5.1348 7.3450 -0.8488
H6 -3.6372 7.2851 -1.7994
H7 -4.8498 4.2294 1.1884
H8 -3.9906 1.8918 1.3807
H9 -2.3619 0.1947 0.7890
H10 0.2868 1.2504 -0.4124
H11 -0.9751 -1.5596 -0.2577
H12 0.3343 -3.1986 -1.5660
H13 2.4500 -3.8433 -2.7325
H14 4.2163 -0.8289 -4.6035
H15 5.8692 -0.7915 -3.9033
H16 5.4080 -2.0950 -5.0199
H17 5.1315 -3.7343 -1.7335
H18 5.8422 -3.9054 -3.3641
H19 6.4519 -2.6565 -2.2731
H20 4.1410 0.0197 -1.8242
H21 2.1761 0.5549 -0.4253
H22 -0.3930 3.0893 -0.7183
H23 -1.2245 5.4124 -0.8043
C20 -1.8132 -2.5969 3.8296
Li1 0.1065 -5.4013 0.1133
C21 -1.3202 -1.3717 3.3027
C22 -0.2581 -1.6756 2.4013
C23 -0.1035 -3.0927 2.3392
C24 -1.0852 -3.6755 3.2391
C25 -1.0185 -5.0422 3.5380
C26 -0.0194 -5.8218 2.9587
C27 0.9775 -5.2473 2.1390
C28 0.8336 -3.9206 1.6877
H24 -2.5703 -2.7277 4.5985
H25 -1.7206 -0.3791 3.5487
H26 0.4291 -0.9695 1.9672
H27 -1.7115 -5.4519 4.2646
H28 0.0072 -6.8869 3.1829
H29 1.8169 -5.8694 1.8297
H30 1.5256 -3.4610 0.9661

Output
Total charge = -1
E_HOMO = -1.92 eV
Kohn-Sham gap = 2.78 eV
Energy = -32705.3964 eV